[1]
The following is a quantum chemistry calculation of a 2-piece molecular cluster, C7H10 overall, from the OMol25 dataset.

Summary:
Energy above the lowest of the compared OMol25 structures with the same formula, charge and spin   329.3 kJ/mol
HOMO level   -8.86 eV
SMILES   C=C1C[C@@H]2[C@@H]3[C@H]1[C@H]23.[H][H]
Multiplicity   1

```
17
Properties=species:S:1:pos:R:3:forces:R:3
H 0.87033 -0.90262 3.10194 0.016 -0.026 0.037
H 2.57096 -1.02504 -0.37234 -0.101 -0.098 0.052
C -1.51390 0.55049 -0.36098 -0.226 -0.104 0.001
C -0.62081 1.19969 -1.38966 -0.028 -0.079 -0.220
H -1.15908 -1.03935 1.13618 0.085 0.162 -0.209
H 1.13919 -1.04819 2.42277 -0.034 0.039 0.113
C -0.58786 1.68110 -0.01690 -0.011 0.094 0.159
C 1.57129 -1.38304 -0.13738 -0.139 0.191 -0.039
H 1.54579 1.42315 -0.72075 -0.235 -0.114 -0.088
H -0.75683 1.63242 -2.37126 -0.027 -0.016 0.271
C 0.59956 0.91303 -0.54917 0.288 -0.056 0.122
H -0.70849 2.65954 0.42970 0.062 -0.276 -0.035
C 0.54832 -0.53042 -0.13960 0.115 -0.088 -0.196
H -2.58851 0.71786 -0.39302 0.221 0.008 -0.006
C -0.93117 -0.79640 0.08776 -0.005 0.000 -0.072
H 1.46163 -2.44716 0.06808 -0.061 0.264 0.030
H -1.29614 -1.62199 -0.53369 0.081 0.100 0.079
```
Positions in Å, forces in eV/Å.

---

[2]
The following is a quantum chemistry calculation of C7H10BrFIO4 as an isolated structure at a distorted geometry, from the OMol25 dataset.

Summary:
Net charge   -1
HOMO level   -2.44 eV
Multiplicity   1

```
24
Properties=species:S:1:pos:R:3:forces:R:3
Br 0.35064 -2.69519 1.49821 -0.073 0.394 -0.017
O 1.66407 0.23847 2.93068 0.054 1.098 0.047
C 1.18198 -0.80973 -0.47102 -0.609 -0.132 0.160
F 0.75082 1.41843 1.33098 -0.191 0.703 -0.909
H 1.10962 -1.81963 -0.86107 0.195 -0.108 -0.061
H 0.94244 1.22636 -2.51272 0.212 -0.065 0.109
H -0.48469 -0.62484 -1.79668 -0.454 -0.152 0.188
H -3.10916 0.93143 -1.42410 0.173 0.053 -0.139
C 0.31681 1.32225 -1.62393 -0.478 -0.056 0.247
C 0.66956 0.23930 1.92136 0.382 -2.013 1.801
O 2.54854 -1.17447 1.53026 0.185 1.160 -0.753
H -3.36035 0.03857 0.05744 0.117 -0.131 0.133
C -0.03967 -0.03395 -1.00608 0.889 0.364 -0.787
H -4.49279 -0.11690 -1.25929 -0.074 -0.142 -0.106
H 0.77336 1.99036 -0.89528 0.200 0.113 -0.157
H -0.82542 0.09750 -0.27148 -0.121 -0.205 0.115
H -0.61598 1.77978 -1.95365 -0.031 0.103 -0.025
H 2.13774 -0.42910 -0.83184 0.045 0.374 0.213
C 1.21233 -0.96816 1.04838 -0.436 -1.235 -0.520
C 2.81999 -0.01053 2.19591 -5.215 -3.974 0.505
O -2.67403 -1.11848 -1.55433 -0.081 -0.137 -0.061
I -1.22740 -0.01106 2.89236 0.170 0.397 -0.286
O 3.73891 0.63054 2.11819 5.373 3.308 0.175
C -3.38734 -0.10094 -1.06229 -0.233 0.282 0.128
```
Positions in Å, forces in eV/Å.

---

[3]
The following is a quantum chemistry calculation of the molecule C7H10BrN at a distorted geometry, from the OMol25 dataset.

Summary:
Energy above the lowest of the compared OMol25 structures with the same formula, charge and spin   251.6 kJ/mol
HOMO level   -8.08 eV
Multiplicity   1

```
19
Properties=species:S:1:pos:R:3:forces:R:3
H 1.99575 0.75928 1.91764 -2.196 -2.139 0.244
C 0.81105 -0.27277 0.37246 -0.948 3.696 0.409
C -0.39218 1.41033 -0.25163 3.304 -1.617 6.535
H 0.25163 0.23868 2.49500 1.180 -0.912 -0.712
H 0.09370 -1.57346 -2.28419 -0.532 0.185 1.051
H 0.44236 -2.30747 0.03460 1.059 -2.129 0.321
C -0.04081 -1.40010 -0.06938 -0.688 2.176 0.074
H -0.06154 2.36748 1.67537 -0.935 -0.461 -1.187
N -0.87612 1.21115 -1.40774 -2.495 1.143 -3.911
H -1.43892 -0.05714 -2.92839 -1.023 0.840 -1.863
C -1.10428 0.11588 -1.95968 2.237 -2.945 2.119
C 1.14639 -0.11813 1.88681 1.266 2.342 -1.107
H -1.38588 -1.88092 -1.47844 -3.119 -2.577 -0.535
H -1.38023 3.05295 0.55952 -0.811 0.912 -0.249
C -0.67684 2.29023 0.73290 2.128 -1.257 -0.135
C -0.60333 -1.26025 -1.44009 2.625 2.689 -2.032
Br 2.47928 -0.15130 -0.62177 -0.191 -0.184 -0.187
H 1.65180 -1.04775 2.20876 -0.492 0.423 0.309
H -0.91185 -1.37670 0.55825 -0.371 -0.186 0.857
```
Positions in Å, forces in eV/Å.

---

[4]
The following is a quantum chemistry calculation of an isolated ion of composition C7H10BrN4 and charge +1 at a distorted geometry, from the OMol25 dataset.

Summary:
Net charge   +1
Energy above the lowest of the compared OMol25 structures with the same formula, charge and spin   21.0 kJ/mol
HOMO level   -13.15 eV
SMILES   [H]/N=C(\C#CC)[C@@H](Br)/C=N\C(N)=[NH2+]
Multiplicity   1

```
22
Properties=species:S:1:pos:R:3:forces:R:3
H -4.80269 -0.50523 -2.14337 1.161 0.137 0.719
N -4.25314 -0.34766 -1.28210 -1.902 0.666 1.553
H 4.33377 2.04686 -0.26022 0.568 1.591 -2.065
N -2.19793 -1.10720 -1.98389 -1.250 0.084 -0.213
C 2.90972 1.00078 0.57919 0.270 -0.083 0.326
C 4.19592 1.64731 0.67792 -0.014 -1.408 1.866
C 0.64117 -0.08362 0.15174 -1.924 0.137 0.430
C -1.59428 -0.45262 0.95443 -0.511 -1.704 0.163
H 1.28741 -1.65631 -0.55617 0.974 -0.311 -1.011
Br -1.27421 1.88383 -0.71331 0.395 -0.405 0.864
H -1.25647 -1.25645 -1.69834 1.120 -0.403 0.134
H -0.52972 1.24092 1.67526 0.374 -1.139 -1.882
H 4.18876 2.41211 1.48868 0.454 -0.720 -0.652
N 0.45233 -1.11195 -0.55245 -1.419 -1.047 0.306
H -4.80109 -0.09300 -0.44407 0.222 -0.249 -0.986
C 1.87478 0.41609 0.43938 1.543 1.108 0.900
N -2.57577 -0.86313 0.28008 -0.610 0.227 -0.299
C -3.01030 -0.67639 -1.00187 1.175 -1.225 -1.839
H 4.97367 0.84020 0.71700 -0.472 0.885 0.641
H -2.48727 -1.39360 -2.93738 0.077 0.592 1.258
C -0.62080 0.60754 0.70125 0.075 2.532 0.019
H -1.33877 -1.11209 1.81527 -0.307 0.737 -0.231
```
Positions in Å, forces in eV/Å.

---

[5]
The following is a quantum chemistry calculation of the molecule C7H10Cl3P at a distorted geometry, from the OMol25 dataset.

Summary:
Energy above the lowest of the compared OMol25 structures with the same formula, charge and spin   115.5 kJ/mol
HOMO level (spin up / spin down)   -8.09 / -7.81 eV
Multiplicity   1

```
21
Properties=species:S:1:pos:R:3:forces:R:3
C -0.86313 -0.01224 0.72043 -0.910 0.476 -0.087
C -0.56641 0.35886 2.07752 -0.504 -0.248 -1.614
C 2.32755 0.38570 -0.07481 -0.595 1.800 -0.267
C 1.00501 1.28783 -0.31806 -0.603 -0.644 1.150
P 2.22110 -1.25324 0.71247 1.504 0.804 2.703
Cl 3.39801 1.34950 1.07188 -0.242 -0.462 -0.532
H 1.20660 1.99738 -1.15932 -0.141 -0.615 0.789
Cl 1.16301 -2.13483 -0.61026 -1.378 -1.919 -1.822
C -2.04885 -0.95793 0.57974 -2.746 2.263 -0.312
H 0.24193 1.04492 2.36812 -0.480 -0.485 -0.128
H 0.87376 1.83523 0.68469 0.257 -0.491 -1.867
H -1.63490 0.31077 -2.11844 -1.565 1.169 -0.638
H -1.78305 -1.94741 0.50641 1.043 -2.422 -0.579
H 0.02765 0.16770 -2.62549 0.146 -0.044 -0.151
C -0.70330 -0.08892 -1.87183 0.291 -2.185 1.232
C -0.28752 0.42334 -0.49326 1.769 0.206 0.908
Cl 3.16149 0.13857 -1.63174 0.214 0.325 -0.222
H -0.97123 -1.23593 -1.93912 0.991 2.092 0.380
H -1.32129 0.04748 2.83841 1.072 0.259 -0.580
H -2.54851 -0.92928 1.55383 -0.432 0.055 -0.318
H -2.89793 -0.78751 -0.27117 2.308 0.065 1.955
```
Positions in Å, forces in eV/Å.

---

[6]
The following is a quantum chemistry calculation of C7H10ClNO2S as an isolated structure at a distorted geometry, from the OMol25 dataset.

Summary:
Energy above the lowest of the compared OMol25 structures with the same formula, charge and spin   5.7 kJ/mol
HOMO level   -8.94 eV
Multiplicity   1

```
22
Properties=species:S:1:pos:R:3:forces:R:3
H 4.19064 -0.29471 -1.09648 -1.075 -0.789 0.373
C -1.85332 1.46386 -1.17295 2.337 1.629 5.003
C 2.97822 -1.43295 0.44609 2.525 -1.125 -0.465
H 1.46122 -2.27837 1.39219 -0.950 1.192 -0.375
H -1.01963 2.19171 -0.99047 -0.533 -0.727 -0.615
H -1.33312 0.48566 2.11924 1.208 -1.285 1.356
O -1.03525 -1.29325 -1.46154 0.377 0.198 0.943
C 3.22223 -0.65218 -0.67512 -0.555 1.032 0.689
C -1.96048 0.60737 0.09237 1.488 -0.580 0.156
C -1.57817 1.22590 1.44119 -1.925 3.117 -1.948
H -0.89141 2.09554 1.22627 -0.058 -1.413 0.589
H -1.75451 0.87516 -1.95325 1.211 -2.918 -3.803
H 3.60965 -2.17607 0.91990 0.355 0.418 -0.020
H -2.44914 1.73475 1.89043 0.036 -0.218 -0.313
C 1.93411 -0.10515 -0.95148 -0.549 0.261 0.663
S -0.78434 -0.85116 -0.09425 1.055 -1.863 -0.922
N 1.71608 -1.44395 0.84796 -0.583 0.168 -0.552
Cl -3.39780 -0.42566 0.07607 -1.056 0.704 0.297
C 1.02258 -0.57721 -0.01399 -0.973 -0.897 0.235
H 1.64352 0.63905 -1.66818 0.166 0.004 -0.384
H -2.68947 1.98600 -1.39540 -2.939 1.922 0.011
O -1.03162 -1.77432 1.02143 0.438 1.171 -0.917
```
Positions in Å, forces in eV/Å.

---

What did the sixth record say?
The following is a quantum chemistry calculation of C7H10ClNO2S as an isolated structure at a distorted geometry, from the OMol25 dataset.

Summary:
Energy above the lowest of the compared OMol25 structures with the same formula, charge and spin   5.7 kJ/mol
HOMO level   -8.94 eV
Multiplicity   1

```
22
Properties=species:S:1:pos:R:3:forces:R:3
H 4.19064 -0.29471 -1.09648 -1.075 -0.789 0.373
C -1.85332 1.46386 -1.17295 2.337 1.629 5.003
C 2.97822 -1.43295 0.44609 2.525 -1.125 -0.465
H 1.46122 -2.27837 1.39219 -0.950 1.192 -0.375
H -1.01963 2.19171 -0.99047 -0.533 -0.727 -0.615
H -1.33312 0.48566 2.11924 1.208 -1.285 1.356
O -1.03525 -1.29325 -1.46154 0.377 0.198 0.943
C 3.22223 -0.65218 -0.67512 -0.555 1.032 0.689
C -1.96048 0.60737 0.09237 1.488 -0.580 0.156
C -1.57817 1.22590 1.44119 -1.925 3.117 -1.948
H -0.89141 2.09554 1.22627 -0.058 -1.413 0.589
H -1.75451 0.87516 -1.95325 1.211 -2.918 -3.803
H 3.60965 -2.17607 0.91990 0.355 0.418 -0.020
H -2.44914 1.73475 1.89043 0.036 -0.218 -0.313
C 1.93411 -0.10515 -0.95148 -0.549 0.261 0.663
S -0.78434 -0.85116 -0.09425 1.055 -1.863 -0.922
N 1.71608 -1.44395 0.84796 -0.583 0.168 -0.552
Cl -3.39780 -0.42566 0.07607 -1.056 0.704 0.297
C 1.02258 -0.57721 -0.01399 -0.973 -0.897 0.235
H 1.64352 0.63905 -1.66818 0.166 0.004 -0.384
H -2.68947 1.98600 -1.39540 -2.939 1.922 0.011
O -1.03162 -1.77432 1.02143 0.438 1.171 -0.917
```
Positions in Å, forces in eV/Å.